Entry 1:
DFT (the ωB97M-V functional and the def2-TZVPD basis) results for C33H32Cl2O4Sn as an isolated structure.

## Properties
M = 682.2 g mol⁻¹
Orbital gap = 0.297 hartree
Relative energy (zero: lowest compared OMol25 entry of this formula, charge and spin) = 0.562 eV
Spin multiplicity = 1
HOMO energy = -0.310 Eh
DFT total energy = -2712.23931 hartree

Geometry as XYZ:
```
72
Properties=species:S:1:pos:R:3:forces:R:3
Sn 1.532 1.922 0.820 0.4027 -0.4955 0.7649
C -1.624 -3.567 -0.129 -0.1028 0.0368 0.1195
C -0.360 -2.863 -0.557 0.1061 0.1310 0.0116
C 0.504 -3.746 -1.437 0.1465 0.0042 -0.0724
O -0.716 -1.662 -1.226 0.0096 0.1832 0.1383
C 0.321 -0.742 -0.941 -0.0455 0.0504 0.1649
C 0.645 -1.044 0.545 -0.2149 -0.0772 -0.0511
O 0.435 -2.449 0.580 -0.1481 0.1064 -0.0408
C -0.037 -0.328 1.750 -0.1531 -0.3103 0.1562
O -0.125 1.057 1.445 -0.1352 -0.1182 0.1907
C 0.849 -0.504 3.008 -0.0105 0.2008 -0.0580
C 0.597 0.357 4.080 0.0210 -0.0077 -0.0438
C 1.401 0.348 5.209 -0.0647 -0.0261 -0.0491
C 2.476 -0.532 5.293 -0.0054 -0.0067 -0.0582
C 2.710 -1.420 4.255 -0.0970 -0.0152 -0.0644
C 1.896 -1.415 3.122 -0.0089 -0.0283 0.0200
C -1.446 -0.849 2.072 0.0677 0.1323 0.0489
C -1.632 -1.968 2.885 0.0555 -0.0207 -0.1214
C -2.909 -2.388 3.232 0.0660 0.0484 -0.0224
C -4.021 -1.690 2.775 -0.0035 -0.0173 0.0028
C -3.843 -0.581 1.961 0.0304 0.0312 -0.0062
C -2.563 -0.158 1.619 -0.0514 -0.0861 0.0101
C 0.113 0.677 -1.525 -0.2955 -0.0087 -0.3929
O 1.182 1.485 -1.042 -0.0020 0.1244 -0.3085
C 0.335 0.637 -3.060 0.0282 -0.0036 0.0892
C 0.307 -0.528 -3.821 -0.0044 -0.0122 -0.0189
C 0.511 -0.474 -5.200 -0.0022 0.0268 0.0896
C 0.741 0.738 -5.829 -0.0128 -0.0294 0.0326
C 0.760 1.906 -5.073 -0.0072 -0.0061 -0.0040
C 0.558 1.853 -3.704 0.0119 -0.0069 -0.0057
C -1.274 1.322 -1.340 0.1141 -0.0095 -0.0232
C -1.402 2.610 -0.838 -0.0619 -0.0655 0.0606
C -2.641 3.231 -0.744 0.0050 -0.0201 -0.0064
C -3.781 2.573 -1.180 0.0179 -0.0407 0.0003
C -3.663 1.300 -1.725 0.0503 -0.0256 0.0166
C -2.423 0.684 -1.815 0.0891 -0.0343 0.0700
H -2.111 -4.009 -1.002 0.0460 0.0182 0.0855
H -2.306 -2.860 0.340 0.0103 -0.0168 0.0304
H -1.378 -4.355 0.586 -0.0328 0.0195 -0.0784
H -0.056 -4.044 -2.325 0.0338 -0.0236 0.0573
H 0.799 -4.636 -0.880 -0.0108 0.0363 -0.0570
H 1.409 -3.219 -1.746 -0.0348 -0.0536 0.0100
H 1.234 -1.072 -1.447 0.1190 -0.0525 -0.0899
H 1.718 -0.856 0.666 0.1328 -0.0780 0.0276
H -0.234 1.051 4.005 0.0561 -0.0240 0.0156
H 1.188 1.027 6.026 0.0315 -0.0114 -0.0491
H 3.124 -0.523 6.161 -0.0581 -0.0251 -0.0274
H 3.529 -2.128 4.319 -0.0452 0.0447 -0.0050
H 2.080 -2.147 2.341 0.0085 0.0996 0.0346
H -0.769 -2.520 3.241 -0.0569 0.0492 0.0284
H -3.034 -3.253 3.874 0.0114 0.0332 -0.0429
H -5.019 -2.001 3.068 0.0807 0.0048 -0.0565
H -4.703 -0.023 1.604 0.0635 -0.0389 0.0094
H -2.427 0.721 1.010 -0.0067 0.0988 -0.0508
H 0.111 -1.486 -3.354 0.0230 0.1090 -0.0568
H 0.490 -1.393 -5.776 0.0002 0.0599 0.0366
H 0.905 0.776 -6.901 -0.0222 0.0023 0.0760
H 0.931 2.862 -5.554 0.0097 -0.0504 0.0301
H 0.582 2.764 -3.119 -0.0031 -0.0287 -0.0295
H -0.523 3.157 -0.521 0.0113 0.0767 -0.0190
H -2.711 4.233 -0.339 0.0130 -0.0343 -0.0059
H -4.749 3.053 -1.109 0.0343 -0.0176 -0.0110
H -4.542 0.782 -2.092 0.0555 0.0285 0.0301
H -2.345 -0.302 -2.254 -0.0007 0.0513 0.0327
Cl 3.678 3.413 -1.257 -0.0517 -0.0151 -0.2647
C 5.286 4.007 -1.696 -0.0715 -0.0290 -0.0015
Cl 5.591 3.873 -3.429 0.0042 0.0021 0.0040
H 6.014 3.409 -1.169 0.1109 -0.0512 0.0481
H 5.341 5.047 -1.413 0.0421 0.1292 0.0219
C 2.969 2.648 2.113 -0.6538 -0.3867 -0.5078
H 3.848 2.219 1.618 0.2575 0.3213 0.0018
H 2.666 1.993 2.945 0.0980 0.1480 0.1338
```
Positions in Å, forces in eV/Å.

***

Entry 2:
DFT (the ωB97M-V functional and the def2-TZVPD basis) results for C33H32Cl3LaN4O7S as an isolated structure in a non-equilibrium geometry.

## Properties
Charge = -2
M = 874.0 g mol⁻¹
Orbital gap (alpha / beta) = 0.103 / 0.103 hartree
Relative energy (zero: lowest compared OMol25 entry of this formula, charge and spin) = 1.310 eV
Spin multiplicity = 1
HOMO energy (alpha / beta) = 0.031 / 0.031 Eh
DFT total energy = -3832.88935 hartree

Geometry as XYZ:
```
81
Properties=species:S:1:pos:R:3:forces:R:3
La -0.275 -0.515 1.099 -1.0308 -0.2090 -1.8970
O -1.101 -1.310 5.412 0.3640 0.4269 0.1606
C -0.663 -1.011 4.297 -0.7971 -0.7444 0.0071
N -0.934 -1.563 3.107 0.6762 0.6107 1.4468
C -1.713 -2.723 3.035 -1.8502 -1.0591 -1.4872
O -1.804 -3.558 3.936 0.4082 -0.2277 0.7410
C -2.400 -2.868 1.755 0.3738 0.3434 0.6349
C -3.227 -3.965 1.554 0.2737 -0.8696 -0.1864
C -3.786 -4.397 0.359 0.1311 -0.6010 1.0886
C -3.940 -3.700 -0.855 -0.4839 1.1049 -0.9031
C -3.838 -2.351 -1.046 -0.6397 -0.9322 -0.3213
N -3.336 -1.520 -0.069 -0.2663 0.8119 -0.6575
C 0.260 0.180 4.218 0.2671 0.2776 -0.0877
C 0.865 0.586 5.404 0.2077 0.0884 0.2658
C 1.700 1.680 5.414 -0.1709 0.0424 -0.4858
C 1.860 2.389 4.216 0.1076 -0.0607 0.3490
C 1.218 1.934 3.084 0.0493 0.2420 -0.2301
N 0.458 0.835 3.050 0.1033 0.3628 1.9166
H -3.307 -4.634 2.407 -0.0235 -0.1609 -0.0093
H -4.154 -5.419 0.357 -0.1506 -0.0160 0.0351
H -4.297 -4.284 -1.698 0.0432 0.0009 -0.1590
H -4.137 -1.909 -1.992 0.0304 -0.0203 -0.2370
H 0.640 0.009 6.288 -0.0316 -0.0349 0.0053
H 2.200 1.997 6.320 0.0088 0.0216 0.0180
H 2.472 3.279 4.183 -0.0037 0.0564 -0.1113
H 1.293 2.486 2.152 0.0011 -0.0819 -0.0431
Cl 6.136 -2.697 -2.433 0.4907 -0.0731 -0.1242
C 4.510 -2.384 -1.928 -0.1801 0.0985 0.2460
C 4.278 -1.872 -0.662 -0.0141 -0.0079 -0.1221
C 2.974 -1.620 -0.291 -0.3974 -0.2722 -0.5074
Cl 2.590 -0.996 1.289 1.0200 -0.2596 0.3774
C 1.846 -1.855 -1.126 0.9009 -0.2989 -0.2557
O 0.660 -1.595 -0.773 0.1643 -0.1362 -0.3505
C 2.175 -2.430 -2.389 -0.1087 0.1652 0.2346
Cl 0.865 -2.839 -3.416 -0.2347 -0.1967 -0.2094
C 3.465 -2.673 -2.793 0.0284 0.0822 0.1543
H 5.089 -1.678 0.021 0.1184 0.0263 0.0408
H 3.647 -3.090 -3.771 0.0608 -0.0285 -0.0535
C 5.230 2.682 0.308 0.0216 -0.0435 -0.0500
C 4.342 2.344 -0.852 -0.2287 -0.0574 -0.1470
C 4.716 2.652 -2.161 0.0119 -0.0303 0.2323
C 3.882 2.357 -3.220 -0.2038 -0.0822 -0.2400
C 2.675 1.717 -2.977 -0.1500 0.1118 0.0081
C 2.298 1.374 -1.687 -0.1109 -0.1121 -0.2860
C 3.122 1.706 -0.634 0.3067 0.2584 0.0232
S 1.573 1.413 -4.326 -0.5932 0.2611 -1.4052
O 2.273 1.576 -5.579 0.2412 0.1271 0.3661
O 0.875 0.168 -4.159 0.1516 0.1581 0.5473
N 0.490 2.722 -4.283 0.9386 -0.4559 0.1444
C -0.059 3.089 -2.987 -0.2427 0.1717 0.5057
C -0.982 2.059 -2.332 0.0647 0.0110 0.7843
C -1.023 2.349 -0.795 -0.6581 0.9300 -1.3201
O -1.515 3.407 -0.417 -0.0336 0.1451 -0.0468
O -0.486 1.475 -0.060 0.4133 0.0389 0.2184
H 5.859 3.540 0.080 0.0591 0.0467 0.0392
H 5.878 1.837 0.545 0.0546 -0.0251 0.0422
H 4.634 2.900 1.192 0.0064 0.0273 0.0844
H 5.663 3.141 -2.342 0.0711 0.0470 -0.0259
H 4.135 2.602 -4.240 0.0950 0.0656 -0.0805
H 1.357 0.879 -1.511 -0.1510 -0.0992 0.0632
H 2.810 1.479 0.375 -0.0052 -0.0095 0.0565
H -0.237 2.508 -4.955 -0.0210 -0.1402 -0.2052
H -0.596 4.036 -3.108 0.1804 -0.1038 0.0344
H 0.799 3.286 -2.338 -0.2077 0.1503 -0.0184
H -0.605 1.050 -2.497 -0.1292 0.0079 -0.0180
H -1.991 2.135 -2.747 0.0566 -0.0346 0.0744
C -3.609 0.165 1.733 0.1679 -0.3674 -0.1659
C -4.229 -0.527 0.522 -0.1502 -0.0927 -0.2765
C -5.525 -1.216 0.981 0.0735 0.1473 0.0755
C -4.548 0.527 -0.552 -0.0117 -0.0810 0.2407
C -2.150 -2.003 0.569 1.0028 -0.1258 1.4393
H -4.319 0.879 2.149 0.0063 0.1474 -0.0651
H -2.705 0.712 1.444 -0.0211 0.2392 0.0339
H -3.368 -0.562 2.507 0.1035 -0.0580 0.0155
H -6.223 -0.490 1.394 -0.1525 0.1536 0.0724
H -5.290 -1.956 1.743 0.0443 -0.0986 0.0633
H -5.999 -1.728 0.145 -0.0139 -0.0533 -0.0772
H -5.210 1.296 -0.158 -0.1628 0.1566 0.0543
H -5.025 0.067 -1.415 -0.0580 -0.0593 -0.0951
H -3.625 1.001 -0.876 0.1214 0.0886 -0.0579
H -1.579 -2.567 -0.194 -0.3331 0.1677 0.0788
```
Positions in Å, forces in eV/Å.

***

- Among the records above, which one has the highest relative energy (zero: lowest compared OMol25 entry of this formula, charge and spin)?
  C33H32Cl3LaN4O7S

***

- Look up the DFT total energy of the first one.
  -2712.23931 hartree